C17H12ClN6O8 | ωB97M-V with the def2-TZVPD basis set

Values from the calculation:
ΔE to the lowest compared entry with this formula, charge and spin: 12.3 kcal per mole
total charge: -1
DFT total energy: -55655.0130 eV
lowest unoccupied orbital energy: -0.13 eV
M: 463.770 g/mol

```
44
Properties=species:S:1:pos:R:3:forces:R:3
C 1.566897 -4.066891 -3.378038 0.31 -0.22 -0.24
C 1.341969 -4.139351 -1.886201 0.11 0.40 0.21
O 1.669734 -2.852931 -1.325982 -0.12 -0.76 -0.54
C 1.729086 -2.832804 0.031950 0.07 1.22 1.51
C 1.493772 -1.460026 0.522152 0.31 -0.71 -1.73
N 1.154609 -1.308297 1.758301 -0.10 -0.31 1.71
C 0.545029 -0.312887 2.324269 -0.09 0.63 -0.53
C 0.370465 -0.158593 3.753075 -0.04 -0.13 -0.33
C -0.438395 0.903682 4.218763 0.27 -0.29 0.26
C -0.603106 1.132473 5.576736 0.37 -0.46 0.12
C 0.047034 0.287752 6.493944 0.08 -0.19 -1.39
Cl -0.132588 0.589485 8.172244 -0.06 0.10 0.83
C 0.833663 -0.790690 6.053296 -0.32 0.35 -0.33
C 0.991418 -1.018767 4.682470 -0.20 0.29 0.61
O 1.912697 -3.812800 0.731146 -0.19 -0.12 -0.73
H 0.928741 -4.799582 -3.875827 0.02 0.03 -0.08
H 1.358598 -3.073561 -3.790694 -0.05 -0.18 0.19
H 2.605303 -4.330414 -3.605257 -0.12 0.20 -0.11
H 0.286148 -4.349302 -1.660354 0.25 0.00 0.09
H 1.977464 -4.904419 -1.425895 -0.30 0.09 -0.03
H 1.601624 -0.652121 -0.219060 -0.38 0.01 0.21
H 0.084003 0.463982 1.687169 0.14 0.00 0.14
H -0.929271 1.541727 3.484022 0.10 -0.09 0.20
H -1.220198 1.952162 5.934431 0.10 -0.14 0.00
H 1.313366 -1.432761 6.791440 -0.11 0.14 -0.19
H 1.595513 -1.852941 4.321649 -0.18 0.30 0.05
O -3.583933 5.190995 -2.885433 0.85 -0.51 -0.09
N -2.512367 4.629273 -3.034338 1.04 -1.61 0.23
C -1.990696 3.387751 -2.715918 -1.21 2.00 -0.51
C -0.662029 3.352487 -3.175506 1.31 1.54 -1.08
N -0.326640 4.534243 -3.772128 -0.87 -2.26 1.17
O -1.461828 5.297470 -3.687193 -0.47 0.23 0.15
C 0.130914 2.143094 -2.964391 -0.80 -1.12 0.78
N 1.503562 1.987753 -3.385398 2.09 -1.01 -0.32
O 2.097405 2.868612 -4.032055 -1.55 -0.80 0.99
O 2.061114 0.908066 -3.065948 -1.05 1.79 -0.51
C -0.453733 1.042971 -2.299542 0.99 0.85 -0.75
C -1.786946 1.135796 -1.878532 -1.69 -0.44 1.07
N -2.579254 0.245619 -1.147360 1.44 0.30 -0.77
O -2.372394 -0.878440 -0.712156 -0.47 1.34 -0.49
O -3.815428 0.879119 -0.939198 0.37 -0.14 -0.10
N -3.831979 2.146989 -1.493578 2.75 -0.01 -1.16
C -2.594117 2.281453 -2.060980 -2.77 -0.49 1.57
H 0.094775 0.124624 -2.120096 0.15 0.16 -0.07
```
Forces are in eV/Å.


C31H19F2FeN13 | ωB97M-V with the def2-TZVPD basis set

Values from the calculation:
ΔE to the lowest compared entry with this formula, charge and spin: 0.0 kcal per mole
spin multiplicity: 5
total charge: -2
DFT total energy: -91648.1552 eV
<S²>: 6.093
lowest unoccupied orbital energy (alpha / beta): 4.65 / 3.53 eV
M: 667.425 g/mol

```
66
Properties=species:S:1:pos:R:3:forces:R:3
Fe -0.458094 -0.395978 0.114372 -1.26 -0.21 -0.17
C -0.624548 -4.722364 -0.408962 0.11 -0.09 -0.05
C -0.962240 -3.444816 -0.067392 0.01 0.12 -0.02
N -0.120734 -2.383136 -0.224084 0.17 0.06 -0.29
C 1.158896 -2.643726 -0.642737 0.00 -0.01 0.17
C 1.597376 -3.943692 -1.002045 -0.03 0.00 0.00
C 0.667456 -5.003077 -0.926022 -0.09 0.03 -0.01
C 2.949663 -4.096825 -1.381332 0.03 0.02 0.00
C 3.845740 -3.029765 -1.333553 -0.05 -0.03 -0.04
C 3.422825 -1.768938 -0.965515 -0.03 -0.02 0.01
C 2.050650 -1.546450 -0.666438 -0.04 0.09 0.10
N 1.512027 -0.355173 -0.281326 0.28 0.20 0.16
C 2.216776 0.842567 -0.380657 0.07 -0.18 -0.01
C 3.092518 1.161884 -1.446620 -0.09 0.02 -0.03
C 3.791598 2.352651 -1.426187 0.00 0.03 0.01
C 3.669258 3.236085 -0.348611 -0.04 -0.01 0.00
C 2.783359 2.969599 0.723787 0.03 0.02 -0.06
C 2.627298 3.773878 1.866271 -0.07 -0.05 0.02
C 1.719006 3.367291 2.864335 0.06 0.09 -0.02
C 0.960090 2.235917 2.667182 -0.01 0.09 -0.20
N 1.052051 1.466090 1.566377 0.39 0.04 0.43
C 1.994625 1.777207 0.662073 -0.05 -0.10 0.01
H -1.352074 -5.512249 -0.272036 0.00 0.00 0.00
H -1.939238 -3.217172 0.340002 -0.01 0.03 -0.05
H 0.956408 -6.004742 -1.219648 0.02 0.00 0.04
H 3.299656 -5.085361 -1.660798 0.00 0.00 0.01
H 4.891736 -3.196545 -1.563357 0.00 0.00 0.00
H 4.130257 -0.961061 -0.858389 -0.01 0.01 0.02
H 3.153457 0.503233 -2.303920 0.00 -0.02 0.02
H 4.444714 2.601461 -2.255636 -0.02 0.02 -0.01
H 4.241573 4.158624 -0.335365 0.01 -0.01 0.01
H 3.221297 4.674753 1.976455 0.00 0.00 0.01
H 1.605474 3.936027 3.780069 0.00 0.02 -0.01
H 0.224927 1.923804 3.403809 0.01 -0.02 -0.01
N -2.982241 -0.935981 2.344396 0.06 0.12 -0.05
C -1.676570 -1.117397 2.782953 -0.24 0.00 0.01
N -1.374921 -1.513863 4.004258 0.09 -0.04 0.02
N -0.019704 -1.560873 3.998108 -0.03 0.03 -0.09
N 0.441921 -1.210108 2.848874 -0.07 -0.04 0.04
N -0.599408 -0.905487 2.041860 0.22 0.16 -0.14
C -3.298635 -0.926135 0.999568 -0.03 -0.03 0.20
N -4.519389 -1.115433 0.529293 -0.02 0.01 -0.10
N -4.373409 -0.997901 -0.810025 0.06 0.01 0.05
N -3.146155 -0.753963 -1.115050 -0.02 -0.02 0.08
N -2.424997 -0.701717 0.030154 0.11 -0.25 -0.04
H -3.695679 -1.297872 2.952047 0.00 -0.03 0.02
F -2.773906 4.151418 1.901846 -0.02 0.03 0.04
C -2.072227 3.490631 0.942638 0.01 0.11 -0.07
C -1.816598 2.154832 1.092618 0.18 -0.17 0.04
C -1.069968 1.491621 0.113348 0.12 -0.01 0.03
C -0.730126 2.184278 -1.062127 0.09 -0.16 -0.04
C -0.990558 3.547237 -1.140888 0.00 0.05 -0.02
F -0.620934 4.255208 -2.245907 -0.02 0.01 -0.02
C -1.645187 4.237100 -0.150744 -0.03 -0.03 0.02
C -0.282826 1.325339 -2.158945 -0.04 0.19 0.12
C 0.184991 1.728028 -3.410919 0.00 0.00 -0.10
C 0.392616 0.775229 -4.388438 0.02 0.07 0.02
C 0.103907 -0.555984 -4.122106 -0.04 -0.03 0.03
C -0.291107 -0.890590 -2.840570 0.01 -0.03 0.01
N -0.434339 0.016003 -1.876992 0.15 -0.07 -0.13
H -2.154451 1.645911 1.988163 0.03 0.01 0.00
H -1.837955 5.296505 -0.233674 -0.01 -0.01 0.01
H 0.386920 2.770811 -3.593478 -0.02 0.00 -0.01
H 0.777540 1.068538 -5.358364 -0.04 0.02 -0.01
H 0.196136 -1.324042 -4.877288 0.04 -0.01 0.02
H -0.503033 -1.912966 -2.558582 0.05 0.01 0.02
```
Forces are in eV/Å.


C7H11N3O3 | ωB97M-V with the def2-TZVPD basis set

Values from the calculation:
ΔE to the lowest compared entry with this formula, charge and spin: 25.1 kcal per mole
DFT total energy: -18049.8312 eV
SMILES: O=c1cc[nH]c(=O)[nH]1.CNC(C)=O
lowest unoccupied orbital energy: 0.19 eV
M: 185.183 g/mol

```
24
Properties=species:S:1:pos:R:3:forces:R:3
C -3.080987 -0.325155 1.350516 -3.82 -2.21 1.45
C -4.169989 -0.465942 0.275335 -1.11 1.74 -1.74
C -5.797326 0.694898 -1.103696 -3.07 -0.52 1.12
C 3.945686 -0.959072 -0.281751 -0.76 -0.11 0.62
C 2.578070 -1.421434 0.095649 0.03 -1.43 0.03
C 1.560704 -0.583725 0.373507 -0.12 1.04 -0.03
C 3.002924 1.364373 0.042393 -0.81 2.85 -0.78
H -3.182550 0.507439 2.076934 -0.35 -0.67 -0.41
H -2.141897 -0.267041 0.943942 2.21 -0.13 -1.25
H -3.291706 -1.380477 1.784874 1.16 1.86 0.16
H -4.935879 1.404746 0.794800 -0.07 -2.12 -3.26
H -5.732259 -0.283205 -1.461908 -0.29 -1.41 -1.40
H -6.820391 0.851882 -0.718038 0.13 0.05 -0.51
H -5.531044 1.418141 -1.774803 0.40 1.79 -2.12
H 4.927722 0.724063 -0.874138 -1.92 0.51 1.02
H 2.447110 -2.531831 0.152011 0.04 1.29 -0.17
H 0.499265 -0.840542 0.560153 1.03 -0.33 0.02
H 0.997119 1.432047 0.718992 1.25 -0.51 -0.51
N -4.918656 0.666857 -0.062959 3.78 2.09 7.20
N 3.974653 0.465318 -0.480589 0.98 -0.73 0.25
N 1.756818 0.803009 0.401768 0.75 -1.09 -0.16
O -4.389487 -1.470854 -0.377904 1.04 -0.47 0.76
O 4.920452 -1.691196 -0.409141 -1.29 1.55 -0.18
O 3.074074 2.611403 0.071786 0.82 -3.05 -0.13
```
Forces are in eV/Å.


C4H3I | ωB97M-V with the def2-TZVPD basis set

Values from the calculation:
ΔE to the lowest compared entry with this formula, charge and spin: 81.0 kcal per mole
DFT total energy: -12290.9864 eV
lowest unoccupied orbital energy (alpha / beta): -1.54 / -1.37 eV
M: 177.972 g/mol

```
8
Properties=species:S:1:pos:R:3:forces:R:3
C -2.156857 0.479075 0.189867 0.80 -0.16 1.17
C -0.870873 0.725285 -0.395885 0.39 -0.43 -0.19
C 1.275413 -0.783793 -0.131609 0.28 -1.87 -1.37
C 0.280625 0.046271 -0.294120 -0.19 -0.39 0.72
I 2.933831 -0.590255 1.146198 -0.21 0.42 0.11
H -1.967414 0.423536 1.300262 -0.41 -0.30 -0.51
H -0.992796 1.499351 -1.128569 0.49 0.39 -0.79
H 1.498070 -1.799472 -0.686142 -1.15 2.34 0.85
```
Forces are in eV/Å.


C18H27AsN3O2RuS4Si2 | ωB97M-V with the def2-TZVPD basis set

Values from the calculation:
ΔE to the lowest compared entry with this formula, charge and spin: 26.7 kcal per mole
spin multiplicity: 2
total charge: -2
DFT total energy: -150192.1266 eV
<S²>: 0.761
lowest unoccupied orbital energy (alpha / beta): 4.66 / 4.55 eV
M: 677.865 g/mol

```
58
Properties=species:S:1:pos:R:3:forces:R:3
Ru 0.166945 0.503221 0.206616 0.02 -0.19 0.32
S 0.709487 2.353458 -0.981347 -0.21 0.17 -0.18
C 0.493158 3.720023 0.085439 -0.03 -0.07 -0.04
C 0.845094 5.014452 -0.309635 0.01 0.01 0.01
C 0.656899 6.089891 0.538784 0.00 -0.01 0.00
C 0.104730 5.884303 1.804279 0.01 0.03 0.00
C -0.248388 4.608827 2.202915 -0.01 -0.03 0.00
C -0.053196 3.513954 1.354377 -0.03 0.05 -0.02
S -0.533394 1.907068 1.842909 0.09 -0.27 0.12
H 1.274869 5.158663 -1.294567 0.00 0.00 0.00
H 0.942309 7.086368 0.221762 0.00 0.00 0.00
H -0.042933 6.720758 2.478000 0.00 0.00 0.00
H -0.676681 4.437644 3.184529 0.00 0.00 0.00
N 2.496144 0.794471 2.729484 0.06 0.04 -0.05
C 3.051392 0.447887 1.549828 0.03 0.06 0.12
O 2.348523 0.335249 0.516459 -0.09 -0.02 -0.20
C 4.470150 0.224640 1.518000 -0.03 0.17 0.03
C 5.219771 0.296120 2.706289 0.11 0.16 -0.13
N 5.822616 0.379655 3.694143 -0.07 -0.09 0.05
C 5.132385 -0.141359 0.328191 0.05 0.28 -0.01
N 5.723146 -0.447266 -0.618615 -0.01 -0.04 0.02
H 1.493433 0.903821 2.766125 -0.05 0.00 0.00
H 3.037934 0.767991 3.573717 0.00 0.01 0.00
C 3.887990 -2.741425 1.664040 0.00 -0.20 -0.08
O 2.561038 -2.265937 1.895845 -0.08 -0.15 0.03
C 1.654939 -2.381127 0.924950 0.07 0.09 -0.10
S 1.969637 -3.132386 -0.512101 -0.05 -0.05 0.11
S 0.127918 -1.666348 1.392141 -0.12 0.11 0.20
H 4.436238 -2.496287 2.570805 0.02 -0.02 -0.01
H 4.326853 -2.237610 0.803705 -0.07 -0.25 0.06
H 3.877320 -3.816956 1.482563 -0.02 -0.02 0.03
C -4.660638 -2.259765 -0.733141 0.00 0.01 -0.04
Si -2.950675 -2.133588 0.089538 -0.07 0.06 0.05
C -1.964070 -3.618361 -0.519648 0.01 -0.02 -0.01
C -3.345829 -2.365376 1.921595 0.00 0.00 -0.03
As -2.299422 0.092230 -0.300095 0.49 0.17 -0.26
Si -1.638721 -0.183732 -2.526438 -0.21 -0.12 -0.17
C -2.716859 -1.395851 -3.520700 -0.01 0.01 0.04
C 0.107968 -0.847066 -2.769831 -0.04 0.06 -0.02
C -1.893287 1.432483 -3.470945 0.01 -0.06 0.00
H -5.172858 -3.161811 -0.380465 0.00 -0.01 0.00
H -4.592500 -2.312906 -1.821452 -0.01 -0.01 0.07
H -5.276747 -1.394260 -0.477926 0.00 0.00 0.01
H -2.648506 -4.393922 -0.880138 0.00 -0.01 -0.01
H -1.353661 -4.024489 0.287328 0.00 0.01 -0.01
H -1.274122 -3.361530 -1.323715 0.01 0.01 0.00
H -3.911939 -3.294143 2.055282 0.02 0.00 0.02
H -3.960180 -1.536331 2.282311 0.00 -0.01 -0.01
H -2.444615 -2.414948 2.530751 0.05 0.01 0.02
H -2.651640 -2.422938 -3.154645 0.00 0.02 0.01
H -2.384500 -1.387063 -4.564461 0.01 0.00 0.00
H -3.766081 -1.089991 -3.497203 0.02 0.00 -0.03
H 0.161136 -1.895787 -2.471814 0.01 0.02 0.01
H 0.907487 -0.325696 -2.233337 -0.02 0.05 0.03
H 0.351475 -0.778976 -3.836656 0.04 -0.02 0.01
H -2.887307 1.821218 -3.234931 0.01 0.02 -0.02
H -1.850857 1.234752 -4.547774 0.04 0.02 0.01
H -1.159367 2.196108 -3.221111 0.04 0.02 0.07
```
Forces are in eV/Å.